Entry 1:
A cluster of 9 separate species, C42H80B2F8N9O5 in total. Source: the Open Molecules 2025 dataset; level of theory: the ωB97M-V functional and the def2-TZVPD basis.

Calculated values
- gap between HOMO and LUMO (eV) = 6.362
- HOMO energy (Eh) = -0.7995
- E_LUMO (eV) = -15.394
- net charge = +7

Atoms and positions in Å:
1 C 4.907 -7.170 3.557
2 C 4.125 -6.037 2.924
3 O 3.374 -6.130 2.017
4 N 4.386 -4.661 3.562
5 H 3.716 -4.480 4.318
6 H 5.285 -4.599 4.049
7 C 4.277 -3.456 2.633
8 H 5.922 -6.869 3.815
9 H 4.969 -8.012 2.870
10 H 4.355 -7.552 4.420
11 H 3.588 -3.637 1.809
12 H 5.274 -3.251 2.265
13 H 3.800 -2.633 3.163
14 C 5.227 -0.949 -3.129
15 C 5.651 -2.244 -2.522
16 O 4.945 -2.965 -1.919
17 N 7.141 -2.583 -2.607
18 H 7.267 -3.010 -3.538
19 H 7.761 -1.768 -2.672
20 C 7.695 -3.552 -1.609
21 H 4.282 -0.647 -2.681
22 H 4.955 -1.135 -4.173
23 H 5.972 -0.161 -3.036
24 H 7.637 -3.099 -0.621
25 H 8.737 -3.714 -1.873
26 H 7.110 -4.465 -1.577
27 C -7.820 4.552 2.435
28 N -6.708 3.579 2.460
29 C -5.806 3.535 1.484
30 C -4.688 2.713 1.573
31 C -4.600 1.776 2.592
32 C -5.586 1.803 3.611
33 C -6.607 2.719 3.509
34 C -3.427 0.864 2.730
35 C -3.607 -0.430 3.263
36 C -2.564 -1.320 3.336
37 N -1.312 -0.901 3.047
38 C -1.080 0.329 2.596
39 C -2.127 1.228 2.407
40 C -0.254 -1.919 2.992
41 H -7.923 4.958 1.434
42 H -7.613 5.350 3.151
43 H -8.724 4.068 2.800
44 H -5.983 4.164 0.621
45 H -3.927 2.702 0.804
46 H -5.488 1.144 4.461
47 H -7.415 2.822 4.222
48 H -4.619 -0.713 3.519
49 H -2.654 -2.334 3.695
50 H -0.063 0.537 2.294
51 H -1.941 2.227 2.036
52 H 0.520 -1.775 2.247
53 H -0.740 -2.870 2.777
54 H 0.153 -1.994 4.002
55 C -1.670 0.502 -3.608
56 N -2.601 -0.215 -2.690
57 C -3.874 -0.415 -3.071
58 C -4.811 -0.781 -2.123
59 C -4.450 -0.902 -0.781
60 C -3.089 -0.887 -0.481
61 C -2.166 -0.512 -1.450
62 C -5.501 -1.318 0.213
63 C -5.531 -2.598 0.725
64 C -6.506 -3.018 1.622
65 N -7.565 -2.240 1.861
66 C -7.601 -0.993 1.343
67 C -6.586 -0.483 0.561
68 C -8.711 -2.689 2.711
69 H -1.453 1.453 -3.124
70 H -2.147 0.617 -4.575
71 H -0.732 -0.048 -3.648
72 H -4.206 -0.213 -4.081
73 H -5.818 -0.990 -2.462
74 H -2.747 -1.108 0.522
75 H -1.114 -0.302 -1.294
76 H -4.756 -3.296 0.436
77 H -6.565 -4.032 1.997
78 H -8.480 -0.410 1.580
79 H -6.672 0.507 0.135
80 H -9.163 -3.543 2.205
81 H -9.397 -1.864 2.859
82 H -8.404 -3.070 3.686
83 C -0.917 -3.983 -1.235
84 C -0.630 -5.463 -0.966
85 C 0.045 -5.805 0.375
86 O 0.108 -7.213 0.381
87 C 0.675 -7.854 1.556
88 N -1.941 -6.269 -0.933
89 H -1.792 -7.099 -0.330
90 H -2.722 -5.801 -0.486
91 H -2.079 -6.720 -1.842
92 H -1.449 -3.400 -0.477
93 H -1.448 -3.914 -2.186
94 H -0.001 -3.392 -1.287
95 H -0.001 -5.946 -1.713
96 H -0.666 -5.553 1.174
97 H 1.006 -5.299 0.473
98 H 0.832 -7.192 2.409
99 H 1.639 -8.267 1.267
100 H -0.009 -8.656 1.819
101 C 5.029 7.130 -4.462
102 C 4.174 6.222 -5.324
103 C 2.885 5.757 -4.652
104 O 2.210 4.804 -5.473
105 C 2.589 3.440 -5.341
106 N 3.820 6.808 -6.713
107 H 3.054 7.468 -6.541
108 H 4.641 7.285 -7.085
109 H 3.345 6.046 -7.201
110 H 5.819 7.554 -5.093
111 H 5.591 6.574 -3.717
112 H 4.482 8.000 -4.100
113 H 4.679 5.273 -5.522
114 H 2.144 6.557 -4.600
115 H 3.178 5.377 -3.671
116 H 2.735 3.138 -4.303
117 H 3.523 3.273 -5.890
118 H 1.818 2.887 -5.872
119 C 3.107 4.602 1.956
120 C 1.819 4.591 1.144
121 C 1.715 5.803 0.212
122 O 2.752 5.927 -0.752
123 C 2.592 7.289 -1.246
124 N 1.786 3.224 0.394
125 H 2.181 2.527 1.047
126 H 0.836 2.910 0.228
127 H 2.372 3.254 -0.439
128 H 3.408 3.691 2.466
129 H 2.953 5.384 2.702
130 H 3.897 4.965 1.296
131 H 0.926 4.449 1.752
132 H 1.682 6.698 0.843
133 H 0.726 5.892 -0.268
134 H 1.816 7.302 -2.019
135 H 3.513 7.527 -1.776
136 H 2.341 8.000 -0.463
137 B 1.621 -0.726 -0.608
138 F 1.284 0.087 -1.695
139 F 2.506 -1.756 -0.944
140 F 2.220 0.063 0.409
141 F 0.445 -1.284 -0.001
142 B 1.548 1.706 3.735
143 F 0.397 2.443 3.399
144 F 1.178 0.475 4.331
145 F 2.357 1.495 2.586
146 F 2.220 2.501 4.665

Force components x, y, z for each atom (eV/Å):
-0.2207 0.3793 -0.3316
0.8364 -1.9107 0.1099
-0.1673 0.9759 0.1860
-0.4599 1.4244 -0.0229
-0.1446 -0.4987 -0.0122
0.1230 -0.4151 -0.1545
-0.4950 -0.1459 -0.1218
-0.0719 0.0004 0.3157
-0.1159 0.1856 -0.2122
0.1758 0.2286 0.2733
0.2378 -0.6244 -0.0377
-0.0503 0.3011 0.0081
0.6447 0.0971 0.3074
-0.1964 -0.1145 -0.5037
-0.5394 1.1059 0.8499
0.3608 -0.8650 0.0754
0.4841 -0.5274 -1.1046
-0.0631 -0.0610 0.0451
-0.3356 0.2174 0.2740
-0.0341 0.1737 0.6850
0.1589 -0.1150 0.3597
0.4390 0.1379 -0.1487
0.0467 -0.0359 -0.1932
0.0814 0.1448 -0.0924
-0.0675 -0.2226 0.0182
0.0488 -0.0011 -0.4134
-0.2814 0.2913 0.4596
0.2218 -0.8610 0.3900
0.6516 0.1875 -0.3343
-0.3873 -0.6452 -0.1805
0.0231 0.5332 1.0915
0.5260 0.1254 -0.9218
-0.3653 0.2993 0.0024
0.3967 -0.5919 0.3949
-0.4735 0.1873 -0.4987
-0.1537 0.7564 0.6802
-0.1896 -0.3219 -1.2935
0.0665 0.2818 -0.4992
-0.4362 0.2597 0.0885
0.1451 -0.9608 1.1394
-0.1407 -0.0431 0.0208
0.2440 0.0556 -0.1642
-0.0636 -0.0942 -0.3633
0.0845 0.2160 0.1427
-0.1736 0.2986 -0.1815
-0.2961 0.1241 0.1522
0.1999 -0.1063 0.2611
0.1498 -0.3881 0.1572
-0.1061 -0.0045 0.0187
-0.0318 0.0716 0.1358
0.3778 -0.0621 0.0856
-0.1613 0.7219 -0.0332
-0.0414 0.0227 -0.0592
0.2758 0.1393 -0.1647
0.2586 -0.3086 0.5097
-0.1253 0.2846 -0.5208
-0.3482 0.0564 0.7639
-0.2085 0.0570 0.0041
-0.0515 -1.1192 -0.3514
0.2964 0.3424 0.0769
-0.7305 0.4397 -0.1006
-0.7883 0.7566 -0.0268
0.6758 -0.5429 0.5595
-0.4611 -0.2965 -0.9912
0.1447 0.8834 0.5282
-0.0895 0.1722 0.1323
0.5169 -0.5984 -0.4754
-0.0133 -0.7637 -0.0158
-0.1387 0.1545 -0.2957
0.1366 0.0454 -0.0386
-0.0670 -0.1084 -0.2402
0.4695 -0.0084 -0.1632
-0.0721 0.2217 0.0737
0.1050 0.0790 -0.0034
0.0906 -0.3872 0.3252
-0.0398 -0.0804 0.1487
0.1606 0.0464 0.1734
-0.0353 -0.0194 -0.0391
-0.0921 0.0555 0.1336
-0.3181 0.2575 -0.1260
-0.0957 -0.0750 -0.1975
0.4682 0.2719 -0.0693
0.3813 -0.1001 -0.2973
-0.0259 0.1652 1.3638
-1.0088 -0.5710 -0.0985
0.3161 0.2262 0.1652
0.0509 -0.2772 -0.5226
1.1245 -1.1684 0.1439
0.6138 0.0851 0.0497
-0.2804 0.3071 -0.7747
-0.8773 0.5764 -0.0994
-0.4072 -0.7077 0.3034
0.0422 0.2452 -0.0271
0.2495 -0.3896 -0.3641
-0.2532 0.2347 -0.3726
0.3284 0.6983 0.2889
0.0531 -0.0074 0.0566
-0.2894 0.2694 -0.1651
-0.0266 -0.0639 0.0469
0.0956 -0.0365 0.1350
0.4502 0.5705 -1.4284
-0.2089 -0.8677 0.3087
-0.2434 0.0628 -1.0556
-0.0084 0.1238 0.4931
0.5592 0.4776 -0.8271
-0.8122 -0.2341 2.5251
0.3489 0.4915 -0.2927
-0.1951 -0.2874 -0.8220
0.6778 0.0595 -0.8343
0.0476 0.0062 0.0391
-0.4472 0.0138 0.3286
-0.0695 -0.2064 0.4358
0.4635 0.3245 -0.3483
0.2223 0.2499 0.5341
-0.3376 -0.0445 0.1235
-0.2758 -0.0212 0.0846
0.0468 -0.2046 0.1661
-0.0432 -0.2267 0.3184
-0.1296 1.1831 -0.2030
0.3770 -1.1020 -0.2723
-0.8072 -0.1388 0.2246
-0.9495 0.7752 0.8283
0.5715 -0.8852 -1.3200
0.5685 0.4843 0.4418
0.0617 -0.1771 0.1123
0.0876 0.1148 -0.5560
-0.2632 -0.1217 -0.1545
-0.3354 -0.1050 -0.0597
0.2464 -0.1185 0.1582
0.1774 -0.1858 0.1366
0.0992 0.6938 0.3077
0.3850 -0.2494 0.4225
0.0493 -0.5648 -0.2371
-0.2627 0.0197 0.2615
0.1204 0.2432 0.4075
0.3122 0.0200 0.0569
1.3335 0.1448 1.3494
-0.4643 -0.1501 -0.1679
-0.5998 0.2222 -0.2634
-0.3714 -0.0613 -0.6704
-0.5793 -0.0899 -0.3953
1.2744 1.1203 2.2560
-0.8870 -0.1423 -1.1381
-0.2115 -0.1334 -0.8093
-0.5280 -0.0757 -0.1413
0.0785 -0.6377 -0.6149

=====

Entry 2:
A cluster of 2 separate species, C2H9O in total. Source: the Open Molecules 2025 dataset; level of theory: the ωB97M-V functional and the def2-TZVPD basis.

Calculated values
- spin multiplicity = 2
- gap between HOMO and LUMO (spin up / spin down) (eV) = 13.963 / 7.415
- HOMO energy (spin up / spin down) (Eh) = -0.8450 / -0.8348
- E_LUMO (spin up / spin down) (eV) = -9.032 / -15.300
- energy above the lowest of the compared OMol25 structures with the same formula, charge and spin (kcal per mole) = 7.5
- net charge = +2

Atoms and positions in Å:
1 O -0.532 -2.333 0.902
2 H -0.807 -2.910 0.150
3 H 0.164 -1.815 0.450
4 H -0.135 -2.779 1.696
5 C 0.327 1.727 0.055
6 C 0.080 0.647 -0.917
7 H 1.388 1.921 0.082
8 H -0.272 2.736 -0.020
9 H -0.040 1.615 1.121
10 H 0.936 0.181 -1.388
11 H -0.558 1.108 -1.741
12 H -0.550 -0.097 -0.390

Force components x, y, z for each atom (eV/Å):
0.5576 0.2367 -0.8112
-0.5479 -0.8642 0.7512
0.3784 0.2902 0.5602
-0.3577 -0.3774 -0.3064
2.0514 -1.0213 -1.3516
-0.5579 0.2595 1.6156
0.2826 0.9610 -0.0557
-0.1340 -0.1816 0.4832
-1.0411 0.3363 0.0115
0.3490 0.3779 -0.1208
-0.2846 -0.3361 0.1144
-0.6959 0.3189 -0.8905

=====

Entry 3:
The molecule C2HF2NO3. Source: the Open Molecules 2025 dataset; level of theory: the ωB97M-V functional and the def2-TZVPD basis.

Calculated values
- gap between HOMO and LUMO (eV) = 10.643
- HOMO energy (Eh) = -0.4197
- structure (SMILES) = O=CC(F)(F)[N+](=O)[O-]
- E_LUMO (eV) = -0.778
- energy above the lowest of the compared OMol25 structures with the same formula, charge and spin (kcal per mole) = 2.9

Atoms and positions in Å:
1 O 1.144 -1.045 0.597
2 C 0.893 -0.218 -0.249
3 C -0.253 -0.291 -1.280
4 F -0.278 0.873 -2.168
5 F -1.456 -0.337 -0.880
6 N 0.090 -1.541 -2.239
7 O -0.774 -2.365 -2.370
8 O 1.169 -1.391 -2.755
9 H 1.562 0.690 -0.462

Force components x, y, z for each atom (eV/Å):
-1.0398 1.1106 -1.4615
1.7531 0.6668 0.5523
0.8483 1.4753 -2.9997
1.0979 -2.4401 1.7596
-1.6056 -0.9427 1.3473
-1.0533 1.9308 0.6225
0.8300 0.0183 -0.1392
-0.0747 -0.8614 -0.1090
-0.7558 -0.9576 0.4278

=====

Entry 4:
A structure of composition C6H11Cl4O2PdRu. Source: the Open Molecules 2025 dataset; level of theory: the ωB97M-V functional and the def2-TZVPD basis.

Calculated values
- spin multiplicity = 8
- gap between HOMO and LUMO (spin up / spin down) (eV) = 3.422 / 5.798
- HOMO energy (spin up / spin down) (Eh) = 0.0395 / -0.0480
- E_LUMO (spin up / spin down) (eV) = 4.497 / 4.492
- net charge = -2

Atoms and positions in Å:
1 Ru -1.766 -2.292 -0.829
2 Cl -0.455 -1.346 0.800
3 C -1.888 -2.890 -2.744
4 C -3.685 -2.579 -0.459
5 H -2.927 -3.035 -3.078
6 H -1.370 -2.118 -3.347
7 H -1.314 -3.830 -2.822
8 H -4.250 -2.802 -1.375
9 H -4.068 -1.667 0.042
10 H -3.764 -3.417 0.259
11 Pd 0.530 1.188 0.283
12 C 1.831 0.037 -0.772
13 C -0.918 2.135 -0.388
14 H 1.327 -0.589 -1.528
15 H 2.474 0.792 -1.256
16 H 2.396 -0.568 -0.045
17 H -1.759 2.482 0.255
18 H -0.969 2.429 -1.465
19 Cl 3.436 1.708 4.476
20 C 3.361 2.775 3.063
21 Cl 2.885 4.427 3.526
22 Cl 4.921 2.820 2.225
23 C 2.246 2.238 1.978
24 O 1.513 1.269 2.332
25 O 2.212 2.832 0.870

Force components x, y, z for each atom (eV/Å):
2.3947 0.5064 0.4839
0.3663 0.1264 1.1067
0.7107 -0.4061 -2.2619
-3.2409 -0.1617 1.3225
0.3605 0.0298 -0.0604
-0.2944 -0.4125 -0.1508
-0.2030 0.1019 -0.2666
-0.0631 0.0755 0.3645
-0.2008 -0.3426 -0.1854
-0.2163 0.0725 -0.1401
0.0506 -1.5801 0.7574
1.2039 -0.2245 -1.2079
-2.5382 1.8579 -1.7086
0.1907 0.1410 0.3907
0.0913 -0.3906 0.0181
-0.1295 0.0905 -0.2511
0.3860 -0.0228 -0.4966
-0.2606 -0.1160 0.7698
0.1298 0.3199 -0.0731
-1.1411 -0.5688 -1.1845
0.1243 -0.0536 0.2144
0.2122 0.0257 0.2154
-0.8823 -0.6202 -0.5582
2.0578 1.5758 0.9622
0.8916 -0.0240 1.9396